This record from the OMol25 dataset describes a molecular structure, C26H17BF5N5O3RhSe. The level of theory is ωB97M-V with the def2-TZVPD basis set.

## Properties
Kohn-Sham gap: 7.70 eV
Strongest force on any atom: 0.61 eV/Å
Calculated total energy: -123452.564 eV
Energy above the lowest of the compared OMol25 structures with the same formula, charge and spin: 0.0 kcal per mole

Structure (ORCA input):
```
! RIJCOSX wB97M-V def2-TZVPD def2/J DEFGRID3
* xyz 1 1
Rh -0.76328 0.87555 1.75732
Se 4.63926 -1.08723 6.63408
N 2.89246 -0.81356 6.80863
C 2.43080 -0.50440 5.62654
C 1.02986 -0.20360 5.36814
C 0.02111 -0.21891 6.33758
C -1.26886 0.07642 5.96420
C -1.54677 0.39754 4.63699
N -0.59144 0.42564 3.72330
C 0.67481 0.11907 4.06756
C 1.64875 0.12899 2.98640
N 1.17045 0.43580 1.76235
C 1.99651 0.51499 0.72444
C 3.35327 0.26201 0.87043
C 3.86112 -0.07584 2.10814
C 2.99550 -0.14203 3.19965
C 3.39867 -0.47013 4.55928
N 4.63149 -0.75015 4.88934
H 0.26794 -0.46510 7.36169
H -2.07486 0.07190 6.68336
H -2.54219 0.65656 4.30280
H 1.55951 0.79492 -0.22275
H 3.99437 0.33765 0.00403
H 4.91377 -0.28110 2.24901
C -0.90644 -3.53551 -4.13765
C -1.29526 -2.10885 -4.48670
C -0.51606 -1.59786 -5.68732
C -0.97407 -0.20021 -6.05822
C -0.86461 0.71653 -4.87472
C -0.68890 2.07042 -5.03922
C -0.59814 2.91434 -3.93483
F -0.42950 4.22146 -4.15536
C -0.67429 2.44686 -2.65522
C -0.83911 1.06742 -2.46262
C -0.91833 0.54853 -1.11049
O -0.84955 1.39994 -0.15907
C -1.05830 -0.83887 -0.95330
C -1.14419 -1.61964 -2.09349
N -1.09197 -1.16736 -3.33626
C -0.93424 0.20267 -3.56365
C -1.19544 -1.61688 0.33372
O -1.31583 -2.82172 0.27194
O -1.21106 -0.99516 1.48699
H -0.92290 -4.12169 -5.05534
H -1.59395 -4.01334 -3.44232
H 0.10370 -3.58132 -3.72713
H -2.36384 -2.06755 -4.71770
H -0.67936 -2.28639 -6.51560
H 0.55331 -1.61304 -5.45676
H -2.01619 -0.23729 -6.39064
H -0.39478 0.20123 -6.88922
H -0.62092 2.49975 -6.03088
H -0.62128 3.11575 -1.80874
H -1.27591 -2.67991 -1.94479
F -0.46854 2.86511 2.22482
B -1.92809 3.20499 2.49085
F -2.18903 4.28536 1.74776
F -2.55471 1.98869 1.91502
F -2.21445 3.26854 3.81361
*
```